1.
C9H14O | the ωB97M-V functional and the def2-TZVPD basis

Calculated values
- Orbital gap: 9.3 eV
- Largest force on an atom: 2.2 eV/Å
- Energy relative to the best compared isomer or geometry (same formula, charge and spin): 17.7 kcal/mol
- Charge: 0
- SMILES: Cc1ccc(O)cc1.CC
- Molar mass: 138.21 g/mol
- HOMO energy: -8.42 eV

Last column: Mulliken charge in e.
Element x y z (Å)
C1 -2.37327 -2.06628 -1.47983  -1.423
H1 -0.99093 3.27337 2.06722  0.413
H2 2.02589 -1.78089 0.14730  0.409
C2 0.25211 1.75271 2.98649  -0.924
O1 2.42377 0.56401 -0.11166  -0.562
H3 -2.26507 -2.90970 -2.17565  0.323
H4 -3.09639 -1.41126 -1.95219  0.341
H5 0.12186 2.30968 3.92112  0.337
H6 -0.06900 1.78641 -1.12180  0.451
C3 -0.28174 2.50995 1.74005  -0.544
C4 -1.08197 0.03205 -1.25666  -0.669
C5 1.18009 0.04813 -0.43028  0.695
C6 -1.14697 -1.33935 -0.98537  0.919
H7 2.59697 1.40911 -0.57339  0.324
C7 -0.05894 -2.01424 -0.44772  -0.509
C8 0.07577 0.73577 -0.89449  -0.841
H8 1.33454 1.73326 2.92416  0.237
H9 -0.20282 0.77490 3.09563  0.288
H10 -0.78045 1.80014 1.10300  0.017
H11 0.47352 3.04886 1.18030  0.206
H12 -0.14351 -3.08878 -0.33182  0.379
C9 1.08895 -1.30742 -0.11322  -0.440
H13 -2.86058 -2.58591 -0.63663  0.308
H14 -1.94068 0.43958 -1.76705  0.264

---

2.
C11H22Cl6O5 | the ωB97M-V functional and the def2-TZVPD basis

Calculated values
- Orbital gap: 11.0 eV
- Largest force on an atom: 0.6 eV/Å
- Charge: 0
- SMILES: CCOC(=O)OC.CCOC(C)=O.ClCCl.ClCCl.ClCCl
- Molar mass: 447.01 g/mol
- HOMO energy: -10.66 eV

Last column: Mulliken charge in e.
Element x y z (Å)
H1 3.96970 -16.36173 5.43416  0.210
H2 8.85989 -16.16706 2.44496  0.347
H3 8.35482 -20.96026 6.42973  -0.031
H4 10.27292 -17.07504 4.43822  0.095
Cl1 8.48486 -19.18245 4.90406  -0.057
C1 10.34239 -16.07380 4.01040  -0.903
O1 6.43325 -15.63873 2.77031  -0.552
O2 7.98713 -16.07373 4.33981  -0.140
H5 8.94518 -14.61409 3.26100  0.369
C2 6.74344 -15.94577 3.88603  0.611
C3 8.96412 -20.64269 10.36783  -1.044
H6 4.25691 -15.14740 4.15898  0.318
H7 5.17719 -21.55172 3.30666  0.109
H8 8.59329 -21.07216 11.29752  0.301
O3 7.20102 -20.80423 8.76131  -0.590
C4 8.21032 -20.86291 5.36124  0.053
H9 7.37820 -17.31728 7.61875  0.090
H10 6.69673 -18.90061 7.17637  0.094
H11 10.61201 -15.39978 4.82423  0.248
C5 7.81276 -20.14064 9.55699  0.817
H12 4.28774 -16.88262 3.76714  0.333
C6 6.33231 -18.32205 9.22266  -0.566
H13 7.21202 -21.16647 5.07505  0.177
H14 4.32854 -23.10473 3.49092  0.302
C7 10.32073 -17.45530 7.62287  0.798
H15 9.63108 -19.82325 10.62968  0.310
C8 9.00981 -15.69417 3.41425  -0.383
H16 5.48478 -18.99357 9.37481  0.353
H17 9.76678 -17.32858 6.70030  -0.516
H18 5.65537 -17.53571 7.32767  0.157
H19 9.64438 -17.41037 8.46878  0.081
O4 7.50024 -18.87274 9.85758  -0.344
C9 4.52115 -16.13575 4.52610  -0.728
Cl2 6.44591 -23.37750 2.55648  -0.143
Cl3 9.34741 -21.95589 4.56238  -0.180
Cl4 11.06836 -19.06481 7.60950  -0.176
H20 9.49895 -21.37947 9.77899  0.291
C10 6.54308 -17.99905 7.76215  -0.210
H21 6.10292 -17.41279 9.77878  0.351
H22 11.10727 -16.05838 3.23984  0.402
C11 4.92701 -22.49136 2.82934  -0.111
Cl5 4.05401 -22.15750 1.34729  -0.154
Cl6 11.52062 -16.17114 7.79600  -0.179
O5 5.89890 -16.20979 4.88316  -0.208